(one)
Computed, not measured: a 2-piece molecular cluster, C3H3ClO2 overall, with wB97M-V/def2-TZVPD.

- net charge = 0
- spin multiplicity = 1
- highest occupied orbital energy (eV) = -9.2
- SMILES = C=C=O.O=CCl
- orbital gap (eV) = 9.7076

Last column: natural (NBO) charge in e.
Geometry (Å):
C: 0.571 1.504 0.826  -0.803
C: 0.067 1.492 -0.344  0.713
O: -0.426 1.601 -1.379  -0.460
H: 0.667 0.601 1.446  0.270
H: 0.742 2.603 1.217  0.275
O: 0.744 -1.453 -0.345  -0.475
C: -0.250 -2.059 -0.339  0.392
Cl: -1.553 -1.327 -1.257  -0.075
H: -0.562 -2.962 0.176  0.163



(two)
Computed, not measured: one molecule with the formula C3H3ClO2, with wB97M-V/def2-TZVPD.

- net charge = 0
- spin multiplicity = 1
- highest occupied orbital energy (eV) = -10.0
- SMILES = CC(=O)C(=O)Cl
- orbital gap (eV) = 10.1980

Last column: natural (NBO) charge in e.
Geometry (Å):
C: -0.389 -0.683 -0.793  -0.772
C: -0.511 -0.134 0.607  0.550
O: -1.382 -0.531 1.353  -0.476
C: 0.673 1.177 0.818  0.384
O: 0.387 2.363 0.742  -0.488
Cl: 2.223 0.589 0.991  0.046
H: 0.549 -0.591 -1.430  0.241
H: -1.106 -0.374 -1.536  0.263
H: -0.444 -1.816 -0.753  0.252



Which structure is the least stable? The one labeled (one).



(one)
Computed, not measured: one molecule with the formula CH3BrClN, with wB97M-V/def2-TZVPD.

- net charge = 0
- spin multiplicity = 1
- highest occupied orbital energy (eV) = -9.2
- SMILES = CN(Cl)Br
- orbital gap (eV) = 8.9983

Last column: natural (NBO) charge in e.
Geometry (Å):
C: -0.528 0.389 -0.495  -0.376
N: 0.180 -0.557 0.772  -0.555
Cl: 0.899 -1.997 0.204  0.134
Br: 1.367 0.597 1.686  0.170
H: -0.421 1.426 -0.241  0.214
H: 0.046 0.111 -1.376  0.202
H: -1.544 0.031 -0.550  0.212



(two)
Computed, not measured: CH3BrClN as an isolated structure, with wB97M-V/def2-TZVPD.

- net charge = 0
- spin multiplicity = 1
- highest occupied orbital energy (eV) = -9.7
- orbital gap (eV) = 9.6039

Last column: natural (NBO) charge in e.
Geometry (Å):
C: -0.212 -0.113 -0.468  0.048
N: -0.266 0.270 0.831  -0.777
Cl: 1.890 -0.940 -1.001  -0.455
Br: -0.438 1.304 -1.636  0.149
H: -0.811 -1.018 -0.573  0.226
H: 0.124 1.050 1.268  0.405
H: -0.288 -0.554 1.579  0.403



Which structure is the least stable? The one labeled (one).



(one)
Computed, not measured: a 2-piece molecular cluster, C3H12N overall, with wB97M-V/def2-TZVPD.

- net charge = +1
- spin multiplicity = 1
- highest occupied orbital energy (eV) = -14.2
- orbital gap (eV) = 9.5549

Last column: natural (NBO) charge in e.
Geometry (Å):
N: -0.728 3.143 -0.862  -0.857
H: -0.342 3.432 -1.767  0.465
H: -0.528 2.144 -0.733  0.462
H: -0.287 3.652 -0.098  0.467
H: -1.735 3.178 -0.875  0.461
C: -0.585 -2.080 -0.236  -0.607
C: 0.851 -1.615 0.149  -0.402
C: 0.845 -0.542 1.238  -0.605
H: -0.949 -1.503 -1.078  0.183
H: -1.276 -1.935 0.589  0.202
H: -0.571 -3.118 -0.532  0.227
H: 1.352 -1.367 -0.786  0.195
H: 1.367 -2.499 0.528  0.212
H: 1.831 -0.071 1.258  0.214
H: 0.047 0.150 0.978  0.152
H: 0.708 -0.968 2.227  0.230



(two)
Computed, not measured: a 2-piece molecular cluster, C3H12N overall, with wB97M-V/def2-TZVPD.

- net charge = +1
- spin multiplicity = 1
- highest occupied orbital energy (eV) = -17.4
- orbital gap (eV) = 14.0196

Last column: natural (NBO) charge in e.
Geometry (Å):
C: -1.841 0.497 -0.617  -0.415
N: -0.412 0.050 -0.691  -0.497
C: 0.560 1.099 -1.149  -0.415
H: -2.411 -0.293 -0.140  0.242
H: -1.862 1.405 -0.024  0.236
H: -2.197 0.685 -1.625  0.239
H: -0.335 -0.786 -1.272  0.433
H: -0.114 -0.279 0.228  0.450
H: 0.150 1.583 -2.030  0.238
H: 1.502 0.601 -1.361  0.242
H: 0.690 1.802 -0.334  0.237
C: 1.255 -1.296 1.803  -0.873
H: 0.362 -1.838 1.490  0.200
H: 1.687 -1.733 2.695  0.266
H: 0.969 -0.257 2.021  0.200
H: 1.999 -1.239 1.007  0.217



Which structure is the least stable? The one labeled (one).